1.
{
  "formula": "C4H7LiO2",
  "method": "wB97M-V/def2-TZVPD",
  "species": ["O", "C", "C", "H", "H", "H", "Li", "C", "C", "O", "H", "H", "H", "H"],
  "xyz": [[-1.551, 1.598, -0.533], [-1.869, 0.431, -0.347], [-1.036, -0.619, 0.320], [-0.950, -1.407, -0.470], [-2.774, 0.045, -0.869], [-1.732, -1.079, 1.049], [0.238, 1.870, 0.649], [0.335, -0.243, 0.944], [1.458, -0.287, -0.022], [1.680, 1.082, -0.567], [0.546, -0.883, 1.811], [1.265, -0.908, -0.925], [2.397, -0.608, 0.458], [1.993, 1.009, -1.497]],
  "total_charge": 0,
  "e_tot_ha": -314.5909,
  "homo_energy_ev": -6.86,
  "relative_energy_kcal_mol": 0.8,
  "homo_lumo_gap_ev": 7.1
}

2.
{
  "formula": "C3H7NOS",
  "method": "wB97M-V/def2-TZVPD",
  "species": ["C", "C", "C", "N", "O", "S", "H", "H", "H", "H", "H", "H", "H"],
  "xyz": [[-0.928, -1.883, -0.135], [-1.072, -0.849, 0.629], [0.503, 0.471, 0.517], [0.411, 2.069, -1.177], [0.142, 1.698, 0.164], [1.210, 0.484, 2.147], [-1.551, -2.790, -0.119], [-0.388, -1.838, -1.081], [-1.458, -0.641, 1.566], [1.212, 0.010, -0.131], [0.499, 3.101, -1.316], [-0.519, 1.812, -1.685], [0.072, 0.351, 2.619]],
  "total_charge": 0,
  "e_tot_ha": -646.4912,
  "homo_energy_ev": -8.76,
  "relative_energy_kcal_mol": 138.5,
  "homo_lumo_gap_ev": 9.7
}

3.
{
  "formula": "H3NOS2",
  "method": "wB97M-V/def2-TZVPD",
  "species": ["N", "O", "S", "S", "H", "H", "H"],
  "xyz": [[-0.487, 0.036, -0.857], [0.716, -0.747, -0.617], [-1.245, 0.216, 0.640], [1.788, 0.138, 0.330], [-1.059, -0.879, -1.755], [-1.152, 1.489, 0.541], [1.440, -0.252, 1.717]],
  "total_charge": 0,
  "e_tot_ha": -927.9851,
  "homo_energy_ev": -9.37,
  "relative_energy_kcal_mol": 95.3,
  "homo_lumo_gap_ev": 9.5
}